No. 1
Below is an isolated molecule of C22H25N3O7S, with properties calculated with ωB97M-V with the def2-TZVPD basis set.

The geometry in XYZ format:
```
58
Properties=species:S:1:pos:R:3:lowdin_charge:R:1
C 3.83702 0.73931 -2.36189 -0.08
H 4.69412 1.40239 -2.46814 0.10
O 4.15667 -0.12267 -1.28805 -0.09
C 3.20698 -0.99839 -0.86393 -0.29
C 1.92908 -1.09721 -1.39984 0.04
C 1.01461 -1.99165 -0.86423 -0.16
C 1.36002 -2.84225 0.19130 -0.22
C 2.64502 -2.73624 0.71700 -0.01
C 3.54976 -1.82818 0.20230 -0.01
H 4.54072 -1.74774 0.62014 0.12
H 2.95222 -3.36614 1.53610 0.11
O 0.41334 -3.73008 0.59468 -0.08
C 0.65541 -4.48265 1.75717 -0.08
H -0.25917 -5.04528 1.93637 0.10
H 0.85586 -3.83654 2.61681 0.10
H 1.48864 -5.18063 1.61921 0.09
N -0.30247 -2.00293 -1.38602 0.15
C -1.39425 -1.72591 -0.63366 -0.47
O -1.37954 -1.54051 0.55928 0.12
C -2.68305 -1.64266 -1.46562 -0.03
N -3.61879 -0.70873 -0.87356 0.04
C -4.87621 -1.14082 -0.58288 -0.40
O -5.26363 -2.26105 -0.83029 0.09
C -5.79899 -0.07754 -0.00629 -0.06
H -6.29987 0.41824 -0.85498 0.15
O -5.17656 0.88811 0.81289 0.01
C -3.96402 1.32580 0.38824 -0.18
C -3.49332 2.53718 0.88328 0.03
C -2.24152 3.00011 0.52049 -0.04
C -1.49219 2.26359 -0.37444 -0.26
C -1.95122 1.07098 -0.89381 0.01
C -3.18000 0.56413 -0.49224 -0.11
H -1.31046 0.55302 -1.58603 0.11
S 0.19220 2.74492 -0.71161 0.69
O 0.75698 1.80619 -1.65508 -0.31
O 0.27971 4.13407 -1.05067 -0.28
N 0.81188 2.55861 0.82377 -0.22
C 0.92168 1.16714 1.25196 -0.18
H 0.05238 0.89410 1.85406 0.13
C 2.23768 1.07840 2.02642 -0.14
H 2.68102 0.08829 1.95100 0.10
C 3.08864 2.16483 1.37096 -0.15
H 3.90586 2.50408 2.00390 0.11
H 3.49672 1.80203 0.42840 0.10
C 2.05566 3.26185 1.12028 -0.18
H 1.90096 3.86446 2.02213 0.12
H 2.29963 3.92617 0.29212 0.11
H 2.07020 1.31834 3.07687 0.11
H 0.94783 0.51791 0.37217 0.09
H -1.84072 3.91931 0.91302 0.12
H -4.11770 3.08091 1.57352 0.13
H -6.56061 -0.56532 0.60578 0.14
H -2.47466 -1.35865 -2.50223 0.14
H -3.18023 -2.61912 -1.45749 0.14
H -0.38350 -2.00061 -2.39183 0.15
H 1.60666 -0.44739 -2.19708 0.11
H 3.70060 0.17494 -3.28986 0.10
H 2.93692 1.32743 -2.15988 0.06
```

Results
HOMO-LUMO gap: 0.3148 hartree
max |F|: 1.071 eV/A
energy above the lowest of the compared OMol25 structures with the same formula, charge and spin: 31.1 kcal/mol

No. 2
Below is an isolated molecule of C5H6O2, with properties calculated with ωB97M-V with the def2-TZVPD basis set.

The geometry in XYZ format:
```
13
Properties=species:S:1:pos:R:3:lowdin_charge:R:1
O -1.24062 -2.58047 0.40735 0.07
C -1.07893 -1.41375 0.67580 -0.19
C -0.89818 -0.37258 -0.39535 -0.24
O -1.08415 1.00656 -0.01662 -0.03
C 0.22964 1.35458 -0.44797 -0.24
C 1.19964 0.73900 0.45124 -0.06
C 0.57095 -0.09458 -0.69442 -0.10
H -0.96786 -1.05130 1.71633 0.14
H -1.56446 -0.59420 -1.24139 0.16
H 0.34740 2.27313 -1.00932 0.15
H 2.24231 0.94803 0.19540 0.12
H 0.99479 0.50363 1.48423 0.11
H 1.40639 -0.72334 -0.91672 0.13
```

Results
HOMO-LUMO gap: 0.3856 hartree
max |F|: 1.920 eV/A
energy above the lowest of the compared OMol25 structures with the same formula, charge and spin: 77.2 kcal/mol

Number 1: LUMO level 0.52 eV. Number 2: LUMO level 0.87 eV.